{
  "formula": "C56H47FKN6O5S2Se",
  "method": "ωB97M-V with the def2-TZVPD basis set",
  "elements": ["K", "F", "C", "C", "C", "C", "O", "C", "C", "N", "C", "C", "C", "C", "C", "C", "N", "C", "C", "N", "C", "C", "C", "O", "O", "H", "H", "H", "H", "H", "H", "H", "H", "H", "H", "H", "H", "H", "H", "H", "H", "H", "H", "C", "C", "C", "C", "C", "C", "C", "S", "O", "C", "C", "C", "C", "C", "C", "C", "C", "C", "C", "C", "C", "C", "C", "C", "C", "C", "C", "C", "C", "S", "O", "C", "C", "C", "C", "C", "C", "C", "H", "H", "H", "H", "H", "H", "H", "H", "H", "H", "H", "H", "H", "H", "H", "H", "H", "H", "H", "H", "H", "H", "H", "H", "H", "H", "Se", "N", "C", "C", "C", "C", "N", "C", "N", "H", "H", "H"],
  "positions_angstrom": [[0.944, 0.633, -1.304], [-5.233, -1.469, -3.218], [-4.989, -0.605, -2.171], [-3.710, -0.526, -1.688], [-3.436, 0.275, -0.556], [-2.084, 0.429, -0.146], [-1.194, -0.267, -0.692], [-1.863, 1.442, 0.912], [-2.923, 2.030, 1.540], [-4.233, 1.870, 1.109], [-5.267, 2.528, 1.828], [-5.945, 3.704, 1.181], [-5.018, 3.915, 2.295], [-4.511, 1.009, 0.020], [-5.811, 0.943, -0.494], [-6.093, 0.138, -1.626], [-7.356, 0.095, -2.153], [-7.606, -0.230, -3.567], [-8.669, 0.717, -4.108], [-9.915, 0.659, -3.219], [-9.578, 0.989, -1.777], [-8.518, 0.020, -1.268], [-0.539, 2.114, 1.061], [-0.037, 2.385, 2.163], [0.036, 2.407, -0.085], [-2.898, -1.064, -2.172], [-2.776, 2.717, 2.385], [-6.006, 1.975, 2.472], [-7.007, 3.713, 1.462], [-5.622, 3.980, 0.148], [-5.515, 4.057, 3.278], [-4.036, 4.383, 2.064], [-6.603, 1.554, -0.054], [-7.904, -1.299, -3.658], [-6.671, -0.099, -4.148], [-8.966, 0.449, -5.136], [-8.338, 1.773, -4.111], [-10.360, -0.276, -3.291], [-10.622, 1.330, -3.569], [-10.506, 0.889, -1.187], [-9.255, 2.042, -1.765], [-8.906, -1.023, -1.227], [-8.245, 0.275, -0.226], [5.201, 0.284, -6.149], [4.860, 0.404, -4.684], [5.504, 1.362, -3.871], [5.147, 1.497, -2.516], [4.164, 0.649, -2.003], [3.546, -0.353, -2.768], [3.884, -0.443, -4.115], [3.777, 0.822, -0.247], [4.681, 1.907, 0.297], [4.475, -0.732, 0.311], [5.500, -1.383, -0.387], [6.064, -2.543, 0.121], [5.605, -3.111, 1.328], [6.152, -4.291, 1.867], [5.704, -4.790, 3.079], [4.676, -4.130, 3.797], [4.141, -2.947, 3.310], [4.581, -2.396, 2.067], [4.002, -1.226, 1.509], [3.073, -0.434, 2.332], [3.645, 0.405, 3.335], [5.047, 0.616, 3.452], [5.562, 1.497, 4.378], [4.717, 2.204, 5.265], [3.342, 2.027, 5.175], [2.777, 1.119, 4.251], [1.394, 0.909, 4.182], [0.869, 0.077, 3.215], [1.691, -0.548, 2.293], [0.823, -1.417, 0.991], [1.719, -1.404, -0.245], [0.999, -3.041, 1.679], [0.114, -3.333, 2.716], [0.218, -4.580, 3.332], [1.195, -5.513, 2.924], [1.332, -6.828, 3.638], [2.054, -5.182, 1.851], [1.949, -3.944, 1.203], [6.174, 0.761, -6.351], [4.444, 0.786, -6.799], [5.234, -0.780, -6.468], [6.248, 2.041, -4.311], [5.617, 2.231, -1.849], [2.928, -1.117, -2.283], [3.369, -1.177, -4.752], [5.859, -0.976, -1.345], [6.852, -3.061, -0.439], [6.940, -4.801, 1.289], [6.138, -5.711, 3.464], [4.328, -4.532, 4.760], [3.345, -2.449, 3.876], [5.734, 0.101, 2.768], [6.643, 1.637, 4.434], [5.144, 2.895, 5.998], [2.661, 2.580, 5.844], [0.718, 1.458, 4.835], [-0.208, -0.063, 3.146], [-0.628, -2.579, 3.021], [-0.465, -4.842, 4.147], [0.346, -7.128, 4.037], [2.053, -6.794, 4.488], [1.682, -7.615, 2.931], [2.818, -5.909, 1.537], [2.590, -3.641, 0.365], [-1.627, 2.686, -1.942], [-0.931, 4.374, -2.087], [0.222, 4.199, -2.737], [1.205, 5.221, -2.917], [2.347, 4.810, -3.594], [2.498, 3.494, -4.068], [1.653, 2.467, -3.909], [0.503, 2.805, -3.284], [-0.429, 1.847, -3.041], [0.998, 6.220, -2.543], [3.191, 5.496, -3.792], [3.408, 3.274, -4.640]],
  "de_lowest_kcal_mol": 25.1,
  "total_charge": 1
}

=====

{
  "formula": "C16H27NO7",
  "method": "ωB97M-V with the def2-TZVPD basis set",
  "elements": ["C", "C", "O", "C", "C", "C", "C", "C", "O", "C", "C", "C", "C", "C", "O", "N", "C", "O", "H", "H", "H", "H", "H", "H", "H", "H", "H", "H", "H", "H", "H", "H", "H", "C", "O", "H", "H", "H", "H", "C", "O", "H", "H", "H", "H", "C", "O", "H", "H", "H", "H"],
  "positions_angstrom": [[0.709, -3.244, -0.872], [-0.119, -1.982, -0.324], [-1.204, -1.644, -1.252], [0.775, -0.656, -0.115], [-0.117, 0.677, 0.061], [-0.985, 0.933, 1.322], [-1.049, -0.072, 2.593], [-0.018, 0.569, 3.684], [1.333, 0.294, 3.181], [-1.859, 2.236, 1.475], [-1.899, 3.293, 0.345], [-1.039, 3.066, -0.917], [-0.157, 1.793, -1.034], [0.627, 1.883, -2.413], [1.501, 1.161, -2.936], [0.104, 3.141, -2.990], [-0.857, 3.943, -2.241], [-1.421, 5.006, -2.572], [1.099, -3.819, 0.052], [1.565, -2.976, -1.581], [-0.054, -3.965, -1.360], [-0.650, -2.329, 0.639], [-0.956, -2.029, -2.121], [1.351, -0.506, -1.100], [1.562, -0.783, 0.702], [-2.140, -0.020, 2.950], [-0.699, -1.125, 2.340], [-0.158, 1.707, 3.613], [-0.175, 0.160, 4.735], [1.490, 0.979, 2.493], [-2.488, 2.402, 2.425], [-2.549, 4.220, 0.442], [0.711, 3.616, -3.670], [0.420, 4.717, -6.726], [-0.767, 4.046, -6.335], [0.384, 4.899, -7.800], [0.494, 5.673, -6.200], [1.290, 4.095, -6.494], [-0.710, 3.897, -5.383], [-3.144, -3.243, 4.358], [-3.067, -1.838, 4.162], [-2.706, -3.743, 3.494], [-2.587, -3.521, 5.256], [-4.189, -3.545, 4.458], [-3.461, -1.420, 4.939], [4.563, -4.104, 1.267], [3.318, -4.412, 0.657], [4.618, -3.028, 1.431], [4.640, -4.620, 2.228], [5.381, -4.412, 0.612], [3.294, -5.368, 0.523]],
  "de_lowest_kcal_mol": 122.9,
  "smiles": "C[C@H](O)Cc1c(CCO)ccc2c1C(=O)NC2=O.CO.CO.CO"
}